ORCA calculation (ωB97M-V with the def2-TZVPD basis set) on 11 unconnected molecules or ions with the total composition C29H58B6F24N9O at a distorted geometry.

For the energy above the lowest of the compared OMol25 structures with the same formula, charge and spin, the calculation gives 5.627 eV. The charge is -1. The HOMO energy comes out at -7.17 eV. Its total energy is -4254.7868 Eh.

Geometry as XYZ:
```
127
C29H58B6F24N9O (ωB97M-V with the def2-TZVPD basis set)
C 0.066 -2.007 -2.364
C 1.243 -1.302 -1.522
N 0.915 -1.273 -0.081
C 0.683 -2.332 0.689
C 0.360 -1.905 1.974
N 0.497 -0.561 2.036
C 0.864 -0.193 0.761
C 0.341 0.148 3.271
H 0.494 -2.367 -3.300
H -0.717 -1.322 -2.688
H -0.419 -2.889 -1.947
H 1.395 -0.277 -1.860
H 2.159 -1.891 -1.476
H 0.675 -3.346 0.318
H -0.023 -2.435 2.833
H 0.857 0.863 0.536
H 0.903 -0.346 4.063
H -0.713 0.175 3.549
H 0.728 1.159 3.144
C -3.898 -3.801 -12.148
C -2.715 -2.928 -12.586
N -2.273 -1.958 -11.611
C -1.991 -2.152 -10.306
C -1.648 -0.978 -9.718
N -1.650 0.032 -10.734
C -2.043 -0.661 -11.875
C -1.438 1.429 -10.490
H -4.009 -4.619 -12.860
H -4.790 -3.176 -12.184
H -3.860 -4.220 -11.143
H -2.999 -2.405 -13.499
H -1.872 -3.578 -12.818
H -2.106 -3.111 -9.823
H -1.336 -0.686 -8.726
H -2.290 -0.211 -12.825
H -0.522 1.733 -10.996
H -1.416 1.580 -9.410
H -2.279 2.005 -10.874
C 10.417 1.295 -1.948
C 8.838 1.335 -1.906
N 8.298 0.954 -0.625
C 8.177 -0.350 -0.172
C 7.573 -0.285 1.085
N 7.293 1.038 1.324
C 7.645 1.785 0.226
C 6.547 1.526 2.468
H 10.819 2.043 -1.264
H 10.754 1.669 -2.915
H 10.717 0.292 -1.646
H 8.351 0.695 -2.641
H 8.457 2.343 -2.072
H 8.572 -1.155 -0.774
H 7.497 -0.994 1.896
H 7.637 2.864 0.204
H 5.576 1.033 2.504
H 6.411 2.601 2.351
H 7.092 1.358 3.396
C 1.082 2.089 10.092
C 0.609 3.441 10.323
N -0.200 3.938 9.195
C -1.422 3.482 8.880
C -1.864 4.155 7.781
N -0.916 5.119 7.434
C 0.147 4.851 8.224
C -1.028 6.199 6.436
H 1.594 1.947 9.140
H 0.282 1.349 10.092
H 1.765 1.857 10.909
H 1.442 4.114 10.523
H -0.063 3.467 11.181
H -1.856 2.685 9.466
H -2.785 4.093 7.220
H 1.093 5.365 8.132
H -1.452 7.132 6.808
H -1.334 5.842 5.453
H 0.039 6.387 6.317
C -5.249 -3.347 1.175
N -6.168 -2.159 0.786
C -7.474 -2.761 0.176
C -6.564 -1.443 2.045
C -5.450 -1.069 -0.106
C -5.506 -1.312 -1.636
O -5.284 -2.706 -1.910
H -5.030 -3.882 0.251
H -5.613 -3.987 1.979
H -4.378 -2.778 1.500
H -8.056 -3.314 0.913
H -7.112 -3.459 -0.579
H -8.060 -1.927 -0.211
H -7.415 -0.798 1.829
H -5.742 -0.774 2.301
H -6.823 -2.191 2.793
H -4.440 -0.889 0.264
H -6.078 -0.179 -0.093
H -4.767 -0.668 -2.114
H -6.434 -0.923 -2.055
H -5.663 -2.895 -2.771
B 1.800 3.632 -4.395
F 3.045 3.698 -3.769
F 1.495 4.861 -4.853
F 1.754 2.698 -5.445
F 0.823 3.248 -3.465
B 1.317 -8.499 -2.875
F 0.179 -8.234 -2.110
F 1.162 -9.724 -3.369
F 1.381 -7.626 -3.948
F 2.426 -8.510 -2.067
B -3.678 4.051 0.690
F -3.537 3.487 -0.528
F -2.773 3.462 1.539
F -3.390 5.334 0.456
F -4.928 3.823 1.212
B 2.290 6.210 1.151
F 1.621 5.284 1.904
F 3.284 5.464 0.523
F 1.451 6.727 0.187
F 2.880 7.178 1.931
B -4.258 -2.010 7.639
F -4.714 -3.241 8.167
F -3.227 -1.399 8.283
F -3.718 -2.308 6.404
F -5.324 -1.146 7.430
B 4.564 -4.168 5.667
F 5.848 -3.585 5.699
F 4.319 -4.543 4.406
F 4.611 -5.234 6.548
F 3.629 -3.220 6.043
```